Record 1
{
  "formula": "C18H25NO4",
  "method": "ωB97M-V/def2-TZVPD",
  "spin_multiplicity": 1,
  "charge": 0,
  "e_homo_ev": -8.88,
  "smiles": "COc1ccccc1CCC(=O)OCC(=O)NC1CCCCC1",
  "gap_ev": 9.56,
  "symbols": ["C", "O", "C", "C", "C", "C", "C", "C", "C", "C", "C", "O", "O", "C", "C", "O", "N", "C", "C", "C", "C", "C", "C", "H", "H", "H", "H", "H", "H", "H", "H", "H", "H", "H", "H", "H", "H", "H", "H", "H", "H", "H", "H", "H", "H", "H", "H", "H"],
  "coordinates": [[1.80745, 0.65800, 3.06682], [2.31549, 0.76714, 1.76077], [1.58313, 1.43636, 0.82387], [0.40443, 2.12032, 1.10441], [-0.28527, 2.77155, 0.09495], [0.19044, 2.74835, -1.20195], [1.37339, 2.08331, -1.47943], [2.08306, 1.42439, -0.48895], [3.38014, 0.73039, -0.81017], [3.19752, -0.44264, -1.77838], [2.36047, -1.57742, -1.23296], [1.68927, -2.30895, -1.91155], [2.47333, -1.69643, 0.09673], [1.78249, -2.77791, 0.70247], [0.25227, -2.68900, 0.62559], [-0.43167, -3.67162, 0.80896], [-0.23183, -1.45813, 0.39403], [-1.62449, -1.21374, 0.07459], [-2.28148, -0.32434, 1.13070], [-3.74175, -0.06870, 0.77002], [-3.84534, 0.57716, -0.60811], [-3.19434, -0.31385, -1.66128], [-1.73311, -0.57265, -1.30861], [1.73138, 1.63501, 3.55520], [2.52564, 0.04457, 3.60877], [0.82960, 0.16503, 3.07892], [0.02170, 2.16059, 2.11217], [-1.19697, 3.29971, 0.33244], [-0.34677, 3.25257, -1.99043], [1.76014, 2.08339, -2.48785], [3.83153, 0.37234, 0.11328], [4.05938, 1.45030, -1.27410], [4.17673, -0.86610, -2.01889], [2.73892, -0.12007, -2.71437], [2.09419, -2.77870, 1.74922], [2.07111, -3.72508, 0.23501], [0.40694, -0.68960, 0.24649], [-2.10842, -2.19609, 0.07236], [-2.21319, -0.80850, 2.10700], [-1.74592, 0.62595, 1.17697], [-4.28416, -1.01629, 0.76789], [-4.19923, 0.57796, 1.52170], [-3.34120, 1.54627, -0.59385], [-4.89377, 0.74707, -0.86054], [-3.72817, -1.26490, -1.71250], [-3.25713, 0.15983, -2.64271], [-1.18381, 0.37336, -1.30663], [-1.27215, -1.23023, -2.04805]],
  "nbo_charge": [-0.254, -0.516, 0.366, -0.330, -0.189, -0.243, -0.186, -0.094, -0.429, -0.494, 0.799, -0.586, -0.515, -0.168, 0.666, -0.625, -0.622, -0.061, -0.397, -0.399, -0.395, -0.397, -0.405, 0.177, 0.202, 0.182, 0.225, 0.217, 0.218, 0.212, 0.245, 0.221, 0.240, 0.231, 0.215, 0.222, 0.403, 0.229, 0.211, 0.196, 0.197, 0.206, 0.190, 0.207, 0.197, 0.207, 0.199, 0.223]
}

Record 2
{
  "formula": "C6H10N2",
  "method": "ωB97M-V/def2-TZVPD",
  "spin_multiplicity": 1,
  "charge": 0,
  "e_homo_ev": -7.95,
  "gap_ev": 8.69,
  "symbols": ["C", "C", "C", "N", "C", "C", "C", "N", "H", "H", "H", "H", "H", "H", "H", "H", "H", "H"],
  "coordinates": [[1.81957, -0.64686, 1.01031], [-1.28553, -0.45744, -0.41284], [-0.39563, 1.17407, -0.03510], [-0.84962, -1.44612, -1.19740], [0.94410, 1.09384, -0.58467], [1.91832, 0.29334, -0.14908], [-1.21290, 1.90723, 0.61819], [-2.47260, -0.31270, 0.07891], [0.10492, -1.40278, -1.51701], [-1.36623, -2.30419, -1.34862], [-3.15198, -1.06358, 0.01551], [1.13473, 1.75783, -1.42273], [2.87931, 0.33304, -0.65210], [-2.40793, 0.86418, 0.60406], [-1.07952, 2.88398, 1.04499], [0.83084, -0.62010, 1.46484], [2.03984, -1.67355, 0.70456], [2.55032, -0.38022, 1.77818]],
  "nbo_charge": [-0.661, 0.462, -0.110, -0.806, -0.262, -0.172, -0.482, -0.805, 0.409, 0.390, 0.378, 0.213, 0.197, 0.377, 0.210, 0.226, 0.211, 0.224]
}

Record 3
{
  "formula": "C34H45Cl2N2OP3PbSe",
  "method": "ωB97M-V/def2-TZVPD",
  "spin_multiplicity": 1,
  "charge": 2,
  "e_homo_ev": [-12.07, -11.11],
  "gap_ev": [5.93, 3.66],
  "symbols": ["P", "C", "C", "H", "C", "H", "C", "H", "C", "H", "C", "H", "C", "C", "H", "C", "H", "C", "H", "C", "H", "C", "H", "C", "C", "H", "C", "H", "C", "H", "C", "H", "C", "H", "Pb", "C", "C", "H", "C", "O", "H", "C", "H", "C", "Cl", "Cl", "P", "C", "H", "H", "H", "C", "H", "H", "H", "C", "H", "H", "H", "P", "C", "C", "H", "H", "H", "H", "H", "H", "C", "H", "H", "H", "H", "C", "N", "C", "C", "N", "C", "C", "Se", "H", "H", "H", "H", "H", "H", "H", "H"],
  "coordinates": [[1.53608, 1.40688, -3.74064], [3.22211, 1.37492, -3.27146], [4.11343, 0.75367, -4.19147], [3.70623, 0.09700, -4.96749], [5.47113, 1.02672, -4.10944], [6.15022, 0.58405, -4.83548], [5.95914, 1.86705, -3.09597], [7.02211, 2.12087, -3.06721], [5.09192, 2.36101, -2.11003], [5.48560, 2.95755, -1.29093], [3.72740, 2.10667, -2.17359], [3.03370, 2.47597, -1.41437], [0.67062, -0.13568, -3.73720], [1.27264, -1.32344, -3.25795], [2.16509, -1.24989, -2.63477], [0.72673, -2.55088, -3.60663], [1.20866, -3.46704, -3.27277], [-0.42124, -2.62388, -4.40925], [-0.81688, -3.59582, -4.71909], [-1.06682, -1.44653, -4.80886], [-1.97410, -1.49653, -5.40734], [-0.55377, -0.20645, -4.45502], [-1.03715, 0.72516, -4.75665], [0.61580, 2.88116, -3.43647], [0.69436, 3.87274, -4.45156], [1.40019, 3.73879, -5.27231], [-0.15480, 4.97027, -4.39299], [-0.11268, 5.71148, -5.18728], [-1.05452, 5.11112, -3.32507], [-1.74208, 5.95957, -3.30269], [-1.06962, 4.16944, -2.28501], [-1.75210, 4.29036, -1.44108], [-0.22809, 3.06015, -2.31253], [-0.18149, 2.35892, -1.47364], [-0.10176, -0.14933, 2.86390], [-1.90118, -1.40249, 1.91881], [-2.13608, -1.47438, 0.61908], [-2.50171, -1.89993, 2.69378], [-1.23248, -0.83200, -0.44859], [-2.00504, 0.26134, -0.99529], [-1.41512, 0.80232, -1.55421], [0.04975, -0.33117, 0.03712], [-1.02012, -1.56031, -1.25617], [0.87180, -0.12067, 0.98935], [-0.76622, -1.63071, 4.95856], [2.29445, 0.38988, 3.85016], [1.63806, -2.55937, 2.00602], [2.49120, -3.05518, 3.53731], [1.73056, -3.27986, 4.29566], [3.07358, -2.19327, 3.89022], [3.13643, -3.92008, 3.33204], [0.59779, -3.99324, 1.57710], [0.14587, -3.83322, 0.58861], [-0.20530, -4.06204, 2.32343], [1.20840, -4.90642, 1.57563], [2.95509, -2.58057, 0.74015], [3.50099, -1.62818, 0.80536], [2.51935, -2.66332, -0.26677], [3.64063, -3.41899, 0.92638], [-3.67722, -2.19344, -0.05720], [-4.35981, -3.30271, 1.16264], [-3.21726, -3.08667, -1.55143], [-4.44658, -2.79222, 2.12826], [-3.71393, -4.18211, 1.27695], [-5.35351, -3.62360, 0.82288], [-2.89032, -2.38945, -2.33648], [-4.09800, -3.64506, -1.90124], [-2.39947, -3.78795, -1.32875], [-4.83008, -0.88188, -0.47917], [-5.01255, -0.26190, 0.40892], [-5.77379, -1.33524, -0.81319], [-4.39203, -0.26011, -1.27216], [1.89503, 0.25842, 1.06558], [1.14478, 3.34943, 4.79492], [-0.02843, 2.66582, 5.28669], [-0.22520, 2.25558, 6.59056], [-1.41166, 1.58848, 6.62642], [-1.92660, 1.60343, 5.34807], [-3.14435, 0.94048, 4.93605], [-1.07042, 2.25628, 4.49961], [-1.26394, 2.51104, 2.68344], [0.89672, 3.82097, 3.83981], [1.96017, 2.62855, 4.63837], [1.45139, 4.09979, 5.53399], [0.48840, 2.46953, 7.36708], [-1.92587, 1.10178, 7.43744], [-3.00719, -0.14908, 4.94511], [-3.94851, 1.22180, 5.62805], [-3.39654, 1.27589, 3.92538]],
  "mulliken_charge": [0.006, 0.712, -0.194, 0.431, -0.666, 0.406, -0.417, 0.407, -0.643, 0.424, -0.477, 0.452, 0.738, -0.621, 0.551, -0.566, 0.462, -0.604, 0.462, -0.738, 0.475, -0.401, 0.472, 0.414, -0.459, 0.466, -0.660, 0.416, -0.510, 0.410, -0.761, 0.451, -0.004, 0.602, 1.071, -0.962, 0.469, 0.248, 2.079, -0.752, 0.160, -1.073, -0.516, -1.216, -0.483, -0.651, 0.976, -1.295, 0.349, 0.337, 0.461, -1.103, 0.118, 0.293, 0.484, -1.236, 0.318, 0.132, 0.510, 1.383, -1.313, -1.144, 0.449, 0.410, 0.423, 0.185, 0.505, 0.386, -1.270, 0.404, 0.468, 0.347, 0.844, -0.791, 0.343, -0.505, -0.458, 0.385, -0.916, -0.487, -0.239, 0.293, 0.272, 0.347, 0.481, 0.478, 0.305, 0.383, 0.278]
}

Record 4
{
  "formula": "C16H24NO3",
  "method": "ωB97M-V/def2-TZVPD",
  "spin_multiplicity": 1,
  "charge": 1,
  "e_homo_ev": -10.57,
  "smiles": "COc1cc(C#CCC[N+](C)(C)C)cc(OC)c1OC",
  "gap_ev": 7.95,
  "symbols": ["C", "O", "C", "C", "C", "C", "C", "C", "C", "N", "C", "C", "C", "C", "C", "O", "C", "C", "O", "C", "H", "H", "H", "H", "H", "H", "H", "H", "H", "H", "H", "H", "H", "H", "H", "H", "H", "H", "H", "H", "H", "H", "H", "H"],
  "coordinates": [[-3.87004, -1.41849, -3.80976], [-3.00292, -1.72794, -2.70669], [-2.84803, -0.81589, -1.68343], [-1.58698, -0.86520, -1.04286], [-1.24475, 0.07569, -0.06378], [0.10502, 0.10155, 0.42654], [1.19795, 0.17494, 0.95488], [2.53839, 0.21006, 1.60121], [3.61378, 0.13344, 0.49372], [5.02018, -0.01706, 1.00094], [5.94797, 0.05643, -0.17280], [5.10181, -1.34268, 1.69060], [5.35673, 1.08862, 1.91354], [-2.16000, 1.04916, 0.30071], [-3.43311, 1.06032, -0.27575], [-4.31092, 2.06803, 0.08088], [-4.90893, 1.91311, 1.40341], [-3.81044, 0.11616, -1.28395], [-5.09754, 0.13545, -1.80864], [-5.99883, -0.81348, -1.19846], [-3.71156, -2.13171, -4.64493], [-4.89574, -1.57252, -3.49735], [-3.69459, -0.38153, -4.16401], [-0.86817, -1.55797, -1.44749], [2.58487, -0.67545, 2.23952], [2.62514, 1.08674, 2.20044], [3.37822, -0.67101, -0.17519], [3.50023, 1.09423, -0.03647], [6.93722, -0.31241, 0.14676], [5.60809, -0.44915, -1.05037], [6.07299, 1.06034, -0.53574], [6.13042, -1.45721, 2.08829], [4.37002, -1.38722, 2.50839], [4.85605, -2.20128, 1.05074], [6.42660, 1.09521, 2.04934], [4.88005, 0.92696, 2.88465], [5.05557, 2.04751, 1.48355], [-1.88752, 1.79957, 1.05839], [-5.94095, 2.08170, 1.23356], [-4.69860, 0.92750, 1.85851], [-4.54677, 2.70374, 2.03909], [-6.91208, -0.94537, -1.84297], [-6.31208, -0.45440, -0.23943], [-5.56672, -1.80852, -1.02759]],
  "nbo_charge": [-0.246, -0.510, 0.266, -0.216, -0.132, 0.032, 0.005, -0.495, -0.213, -0.210, -0.416, -0.424, -0.416, -0.256, 0.277, -0.520, -0.252, 0.243, -0.529, -0.260, 0.199, 0.184, 0.188, 0.229, 0.229, 0.239, 0.239, 0.238, 0.235, 0.244, 0.239, 0.238, 0.239, 0.249, 0.235, 0.238, 0.241, 0.232, 0.197, 0.185, 0.185, 0.206, 0.180, 0.182]
}

Record 5
{
  "formula": "C2H10NOS",
  "method": "ωB97M-V/def2-TZVPD",
  "spin_multiplicity": 2,
  "charge": 2,
  "e_homo_ev": [-19.96, -19.96],
  "s2": 0.753,
  "gap_ev": [11.95, 6.93],
  "symbols": ["C", "C", "S", "N", "H", "H", "H", "H", "H", "H", "H", "H", "H", "H", "O"],
  "coordinates": [[0.15245, -0.87496, -0.52559], [1.47735, -0.18432, -0.31342], [2.77733, -0.56145, -1.48617], [-0.76425, -0.62324, 0.61342], [-0.36216, -0.52744, -1.42610], [0.25356, -1.93865, -0.71959], [1.32933, 0.89808, -0.30001], [1.90727, -0.57441, 0.61730], [3.64826, 0.35839, -1.00424], [-0.32099, -0.60812, 1.53355], [-1.39245, 0.24485, 0.50229], [-1.49078, -1.34572, 0.54757], [-2.97416, 2.05839, 0.08082], [-1.93548, 2.10368, 1.29917], [-2.30527, 1.57493, 0.58101]],
  "nbo_charge": [-0.255, -0.626, 0.807, -0.706, 0.260, 0.257, 0.299, 0.296, 0.191, 0.446, 0.490, 0.466, 0.539, 0.513, -0.977]
}

Going through the records in order, we get ΔE to the lowest compared entry with this formula, charge and spin values of 60.8, 386.4, 0.0, 402.8, 11.3 kJ/mol.
Going through the records in order, we get E values of -1056.65732, -343.98956, -6045.39757, -904.16621, -609.65318 a.u..